This record from OMol25 describes an isolated molecule of C3H5N3S2. The level of theory is ωB97M-V/def2-TZVPD.

Values from the calculation:
- highest occupied orbital energy (Eh) = -0.3163
- gap between HOMO and LUMO (eV) = 9.0
- energy (hartree) = -1077.94326
- structure (SMILES) = S=C1CN=C(NS)N1
- E_LUMO (eV) = 0.36
- ΔE to the lowest compared entry with this formula, charge and spin (kcal per mole) = 8.67
- F_max (Eh/bohr) = 0.0867
- total charge = 0

Last columns: bonded neighbours and bond lengths (Å).
CARTESIAN COORDINATES (ANGSTROEM)
1 C -0.9052 0.1178 -0.2304  N9 1.342, N10 1.269, N11 1.407
2 C 0.0595 -1.1568 -1.7386  C3 1.557, H6 1.117, H7 1.120, N10 1.468
3 C 1.1382 -0.7894 -0.6772  C2 1.557, N11 1.396, S13 1.632
4 H -1.5774 0.9885 2.7549  S12 1.338
5 H -2.8312 0.7041 0.1968  N9 1.101
6 H 0.3521 -0.7245 -2.7265  C2 1.117
7 H -0.0768 -2.2569 -1.8994  C2 1.120
8 H 0.8621 0.5078 0.9616  N11 0.997
9 N -1.7751 0.8715 0.4602  C1 1.342, H5 1.101, S12 1.650
10 N -1.2027 -0.6131 -1.2236  C1 1.269, C2 1.468
11 N 0.4469 0.0916 0.1564  C1 1.407, C3 1.396, H8 0.997
12 S -1.4752 1.8612 1.7462  H4 1.338, N9 1.650
13 S 2.6772 -1.2799 -0.4437  C3 1.632